(1)
Below is a single C19H19N3OS molecule, with properties calculated with ωB97M-V/def2-TZVPD.

Each line ends with the Löwdin charge.
CARTESIAN COORDINATES (ANGSTROEM)
C -3.44368 -1.20008 1.62877  -0.03
C -2.49875 -1.95253 0.74360  -0.21
C -2.90627 -3.06863 0.02989  -0.04
C -2.03177 -3.75085 -0.79935  -0.09
C -0.72072 -3.32348 -0.91859  -0.08
C -0.28804 -2.21803 -0.21082  -0.03
C -1.17137 -1.52492 0.61302  -0.23
N -0.74938 -0.41561 1.35867  0.05
C 0.30193 0.41640 1.11621  -0.80
S 1.12725 1.01835 2.42062  0.71
N 0.60051 0.75525 -0.16628  -0.10
C 1.79280 1.56164 -0.37727  -0.16
C 3.01757 0.69367 -0.25338  -0.21
C 4.01763 0.95210 0.67411  -0.05
C 5.09684 0.08752 0.75610  -0.05
C 5.12976 -1.00859 -0.09182  -0.16
N 4.18430 -1.26477 -0.98046  0.06
C 3.16139 -0.43439 -1.05562  -0.12
C -0.45283 0.84623 -1.17286  -0.06
C -1.33626 2.02166 -0.90452  -0.25
C -1.25103 3.33185 -1.27536  -0.02
C -2.32973 3.99491 -0.64097  -0.06
C -2.98338 3.04128 0.07322  -0.11
O -2.39068 1.84550 -0.07741  0.04
H -3.40507 -0.13557 1.40143  0.07
H -3.17660 -1.33149 2.67853  0.09
H -4.46155 -1.55480 1.49121  0.08
H -3.92891 -3.40513 0.12176  0.11
H -2.37308 -4.61556 -1.34769  0.10
H -0.02793 -3.85468 -1.55318  0.10
H 0.73912 -1.89209 -0.28044  0.11
H -1.03091 -0.41577 2.33106  0.12
H 1.83665 2.37469 0.35633  0.09
H 1.74128 1.99346 -1.37842  0.13
H 3.94245 1.80789 1.32852  0.10
H 5.88871 0.25648 1.46905  0.10
H 5.94608 -1.71828 -0.06270  0.10
H 2.41236 -0.68333 -1.79843  0.11
H -1.05307 -0.06521 -1.16620  0.12
H 0.02032 0.94644 -2.15063  0.14
H -0.51987 3.77011 -1.92348  0.11
H -2.57620 5.03419 -0.70885  0.10
H -3.84987 3.08418 0.70263  0.12

Forces on atoms 1 to 3 (eV/Å):
0.0316 -0.0077 -0.0364
0.1307 0.1659 -0.0358
0.0925 -0.0518 -0.0318

Calculated values
SMILES string: Cc1ccccc1NC(=S)N(Cc1cccnc1)Cc1ccco1
ΔE to the lowest compared entry with this formula, charge and spin, kcal per mole: 49.75
Gap between HOMO and LUMO, eV: 8.793
Total charge: 0

---

(2)
Below is 3 unconnected molecules or ions with the total composition C5H9BrClN3, with properties calculated with ωB97M-V/def2-TZVPD.

Each line ends with the Löwdin spin population.
CARTESIAN COORDINATES (ANGSTROEM)
C -1.29729 -2.61966 0.08344  0.08
C 0.52293 2.46158 -0.00076  0.02
C 1.88770 2.40299 0.50431  0.01
C -0.08033 -1.86999 -0.14145  0.39
C 0.89396 -0.01699 -1.25611  0.61
N -1.48677 -3.75861 0.58653  0.32
N -0.54676 2.51943 -0.31182  0.03
N -0.10168 -0.80346 -0.86440  0.35
Cl -3.19548 0.53355 -0.94553  0.00
Br 2.63793 -0.60096 -0.91289  0.12
H -2.05135 -1.83172 -0.23133  0.00
H 2.11808 1.32490 0.58207  0.01
H 2.79264 2.70176 -0.04493  0.00
H 1.99319 2.74930 1.51549  0.00
H 0.80274 -2.23028 0.08108  0.03
H 0.67460 0.57985 -2.09108  0.03
H -2.32015 -4.29675 0.40035  0.01
H -2.96670 1.60312 -0.24712  0.00
H -1.00732 -0.32289 -1.15130  0.00

Forces on atoms 1 to 3 (eV/Å):
-0.0335 4.4173 -1.3829
4.9381 0.6061 1.2327
1.0611 -1.8857 0.3515

Calculated values
Multiplicity: 3
Gap between HOMO and LUMO (spin up / spin down), eV: 6.205 / 7.776
Total charge: 0

---

(3)
Below is 6 unconnected molecules or ions with the total composition C4H18NO8, with properties calculated with ωB97M-V/def2-TZVPD.

Each line ends with the Löwdin spin population.
CARTESIAN COORDINATES (ANGSTROEM)
C 0.69834 0.03386 -0.70405  0.09
C 2.04004 0.72876 -1.06884  0.01
C 2.31547 1.97336 -0.22066  0.01
O 2.75849 1.52422 1.05755  0.00
N -0.43140 0.93391 -0.49655  0.64
C -1.82348 0.31804 -0.34002  0.03
O -1.68324 -0.88689 -0.05732  0.04
O -2.78356 0.95028 -0.72327  0.09
H 0.46004 -0.64780 -1.52014  0.04
H 0.80429 -0.59146 0.17402  0.02
H 2.79623 -0.07424 -0.89164  0.00
H 2.03107 1.02082 -2.13963  0.00
H 1.41450 2.61010 -0.22930  0.00
H 3.12450 2.64589 -0.52143  0.00
H -0.43511 1.86191 -0.91894  0.01
H -0.56801 -1.59940 1.28282  0.00
H -3.06294 -2.22588 -0.26883  0.00
H -3.88829 -1.18102 -0.86361  0.00
O -3.92850 -2.14505 -0.71441  0.00
H -0.89400 -3.07402 1.67268  0.00
H 1.75986 -2.88557 2.79853  0.00
O -0.25592 -2.35775 1.82132  0.00
H -2.70972 1.51147 -2.67988  0.00
H -1.16119 1.76492 -3.00361  0.00
O -2.02919 1.55890 -3.36078  0.00
H -0.25881 1.57133 1.75256  0.00
H 0.21290 0.44402 2.55544  0.00
O -0.01562 1.39162 2.68078  0.01
H 1.43584 -3.41042 1.38371  0.00
H 1.92624 1.47457 1.53936  0.00
O 2.15117 -3.23847 2.00415  0.00

Forces on atoms 1 to 3 (eV/Å):
0.6696 1.5365 -0.2710
-0.2161 0.0247 -0.5547
1.0662 -0.4536 0.1095

Calculated values
ΔE to the lowest compared entry with this formula, charge and spin, kcal per mole: 24.94
Multiplicity: 2
Gap between HOMO and LUMO (spin up / spin down), eV: 10.343 / 5.576
Total charge: 0

---

(4)
Below is a single C23H26N4O molecule, with properties calculated with ωB97M-V/def2-TZVPD.

Each line ends with the Löwdin charge.
CARTESIAN COORDINATES (ANGSTROEM)
C 1.40481 -1.22487 -2.16534  -0.03
C 0.35956 -1.55870 -1.09854  -0.54
C 0.37939 -3.06580 -0.83150  -0.05
C -1.03884 -1.15302 -1.60528  -0.07
C -1.19468 0.32398 -1.52790  -0.14
C -0.42262 1.16380 -0.74998  -0.12
C -1.00957 2.43157 -0.89255  -0.08
N -2.06267 2.37080 -1.67812  0.09
N -2.16992 1.09510 -2.07624  -0.05
C -3.22460 0.73922 -2.93259  -0.19
C -3.02529 -0.09418 -4.02656  -0.02
C -4.09148 -0.41206 -4.84858  -0.08
C -5.34962 0.10861 -4.59763  -0.09
C -5.53961 0.96504 -3.52553  -0.08
C -4.48295 1.28144 -2.69327  -0.01
C 0.75288 0.70369 0.04163  -0.25
N 0.80715 1.36913 1.32833  0.12
C 1.95240 1.86600 1.84098  -0.51
O 3.01214 1.82366 1.25367  0.08
C 1.80321 2.47153 3.23086  -0.09
C 1.50708 1.37702 4.27042  -0.14
C 2.41216 0.19740 4.05479  -0.24
C 1.91725 -1.01562 3.59248  -0.03
C 2.80190 -2.05521 3.35636  -0.15
N 4.10515 -1.96044 3.54862  0.06
C 4.57796 -0.80922 3.99522  -0.14
C 3.78300 0.29191 4.26517  -0.01
C 0.66687 -0.82096 0.21404  -0.09
H 2.40779 -1.36284 -1.76962  0.09
H 1.30487 -0.19650 -2.50228  0.09
H 1.28429 -1.87885 -3.02692  0.09
H 1.37563 -3.38260 -0.53300  0.09
H -0.31600 -3.32845 -0.03674  0.08
H 0.09873 -3.61614 -1.72700  0.08
H -1.80889 -1.62191 -0.98148  0.14
H -1.17805 -1.52822 -2.61913  0.11
H -0.70737 3.36335 -0.45767  0.11
H -2.03924 -0.46803 -4.25361  0.11
H -3.93410 -1.06065 -5.69749  0.10
H -6.17691 -0.14267 -5.24398  0.10
H -6.51526 1.38674 -3.33602  0.10
H -4.60843 1.95500 -1.86019  0.11
H 1.69321 0.96945 -0.45675  0.15
H -0.05009 1.42696 1.85434  0.15
H 2.74533 2.96570 3.46825  0.12
H 1.00584 3.21703 3.23301  0.12
H 1.65900 1.78761 5.27164  0.12
H 0.46599 1.05528 4.19237  0.11
H 0.85959 -1.14939 3.41862  0.11
H 2.45079 -3.01249 2.99157  0.10
H 5.64953 -0.77073 4.14061  0.10
H 4.22356 1.20843 4.62574  0.12
H -0.12868 -1.04242 0.93181  0.13
H 1.60781 -1.18347 0.63096  0.12

Forces on atoms 1 to 3 (eV/Å):
-0.1437 -0.0088 0.1573
-0.0337 -0.1716 0.0564
-0.0369 0.2942 -0.0446

Calculated values
SMILES string: CC1(C)Cc2c(cnn2-c2ccccc2)[C@@H](NC(=O)CCc2ccncc2)C1
ΔE to the lowest compared entry with this formula, charge and spin, kcal per mole: 1.67
Gap between HOMO and LUMO, eV: 9.272
Total charge: 0

---

Taking the records one at a time from the top gives maximum force values of 0.94 6.34 2.97 0.85 eV/A.